Entry 1:
A structure of composition C42H115N10O11Pd at a distorted geometry, computed with the ωB97M-V functional and the def2-TZVPD basis.

```
! wB97M-V def2-TZVPD RIJCOSX def2/J DEFGRID3
* xyz 1 3
Pd -15.200 20.718 -5.186
C -12.522 23.028 -12.010
C -13.620 23.488 -11.056
O -13.635 22.957 -9.722
H -12.494 23.844 -12.732
H -12.713 22.061 -12.475
H -11.584 22.992 -11.456
H -14.581 23.378 -11.559
H -13.478 24.569 -11.035
C -8.784 27.696 -6.869
C -8.553 26.691 -5.761
C -7.675 27.400 -4.691
O -7.346 26.511 -3.620
C -6.892 27.183 -2.420
N -9.827 26.324 -5.197
H -7.852 28.184 -7.152
H -9.461 28.522 -6.651
H -9.123 27.192 -7.774
H -8.082 25.727 -5.955
H -8.152 28.280 -4.260
H -6.724 27.671 -5.149
H -6.839 26.464 -1.603
H -7.573 27.970 -2.095
H -5.892 27.572 -2.613
H -10.333 25.779 -5.880
H -10.315 27.209 -5.215
C -17.870 26.142 -3.137
C -16.595 26.595 -3.884
C -16.268 28.071 -3.513
O -15.005 28.485 -4.116
C -14.786 29.844 -4.162
N -15.535 25.663 -3.495
H -18.759 26.401 -3.713
H -17.988 26.613 -2.161
H -18.026 25.075 -2.981
H -16.691 26.570 -4.969
H -16.278 28.310 -2.450
H -17.162 28.604 -3.837
H -15.472 30.384 -4.814
H -13.779 30.045 -4.527
H -14.674 30.193 -3.135
H -15.405 25.797 -2.502
H -14.679 26.061 -3.854
C -16.810 15.889 -9.112
C -16.656 17.299 -8.564
C -18.123 17.913 -8.308
O -18.140 19.130 -7.535
C -19.512 19.544 -7.386
N -15.909 17.228 -7.320
H -15.835 15.444 -9.311
H -17.336 16.009 -10.059
H -17.438 15.322 -8.425
H -16.194 18.001 -9.258
H -18.617 17.119 -7.749
H -18.568 18.094 -9.287
H -19.984 19.746 -8.347
H -19.547 20.476 -6.822
H -20.126 18.765 -6.933
H -15.190 16.582 -7.612
H -16.454 16.729 -6.632
C -7.807 16.613 -10.096
C -9.164 16.164 -9.546
C -9.005 14.829 -8.815
O -10.289 14.295 -8.254
C -10.154 13.020 -7.660
N -9.757 17.217 -8.726
H -7.192 15.787 -10.453
H -7.290 17.214 -9.348
H -7.841 17.305 -10.938
H -9.908 16.004 -10.327
H -8.336 15.009 -7.974
H -8.524 14.134 -9.504
H -9.173 12.799 -7.238
H -10.258 12.268 -8.441
H -10.880 12.781 -6.883
H -10.688 16.891 -8.509
H -9.974 17.939 -9.398
C -21.659 17.357 -19.516
C -21.576 18.285 -18.356
C -20.120 18.327 -17.900
O -20.026 19.004 -16.653
C -18.671 19.016 -16.236
N -22.029 19.560 -18.871
H -21.072 17.680 -20.376
H -22.703 17.294 -19.823
H -21.324 16.359 -19.234
H -22.201 17.933 -17.535
H -19.479 18.818 -18.632
H -19.669 17.339 -17.805
H -18.240 19.753 -16.914
H -18.126 18.084 -16.381
H -18.547 19.467 -15.252
H -22.216 20.087 -18.030
H -21.147 20.035 -19.000
C -5.654 22.341 -16.608
C -4.218 22.101 -17.049
C -3.896 20.697 -17.630
O -3.953 19.547 -16.710
C -2.980 19.647 -15.694
N -4.063 23.117 -17.992
H -5.862 21.673 -15.772
H -6.357 22.041 -17.386
H -5.796 23.367 -16.270
H -3.512 22.329 -16.251
H -2.926 20.706 -18.128
H -4.554 20.448 -18.463
H -2.929 18.705 -15.149
H -3.147 20.388 -14.912
H -1.962 19.853 -16.025
H -3.139 23.222 -18.386
H -4.683 23.005 -18.782
C -13.695 14.898 -20.388
C -12.224 14.419 -20.320
C -11.411 14.577 -19.058
O -11.391 15.908 -18.694
C -10.474 16.111 -17.606
N -12.345 13.011 -20.648
H -14.298 14.364 -19.654
H -14.111 14.689 -21.374
H -13.747 15.932 -20.047
H -11.694 14.901 -21.142
H -10.408 14.204 -19.265
H -11.823 13.958 -18.261
H -10.573 15.477 -16.725
H -10.547 17.132 -17.232
H -9.427 16.159 -17.904
H -12.814 12.863 -21.530
H -12.936 12.494 -20.012
C -18.705 31.810 -10.906
C -18.539 30.329 -10.726
C -19.808 29.467 -11.124
O -20.816 29.623 -10.126
C -20.767 28.788 -8.995
N -17.450 29.958 -11.710
H -19.461 32.086 -10.172
H -19.077 32.065 -11.899
H -17.849 32.430 -10.641
H -18.292 30.062 -9.699
H -19.481 28.428 -11.164
H -20.254 29.682 -12.095
H -19.794 28.849 -8.507
H -20.860 27.753 -9.323
H -21.455 29.053 -8.193
H -17.833 30.187 -12.616
H -17.309 28.958 -11.706
C -10.760 19.861 -0.491
C -10.297 19.165 -1.756
C -10.472 17.621 -1.524
O -9.545 17.088 -0.568
C -9.697 15.735 -0.339
N -11.030 19.630 -2.881
H -10.390 19.330 0.386
H -11.843 19.758 -0.432
H -10.371 20.869 -0.344
H -9.266 19.450 -1.968
H -10.442 17.121 -2.492
H -11.503 17.577 -1.173
H -9.536 15.106 -1.214
H -10.667 15.536 0.118
H -8.993 15.400 0.423
H -10.758 20.602 -2.831
H -10.589 19.278 -3.719
C -16.854 25.348 -17.836
C -15.857 25.163 -18.885
C -16.332 24.917 -20.289
O -16.916 23.645 -20.555
C -17.740 23.596 -21.736
N -14.980 26.340 -18.829
H -17.532 24.495 -17.856
H -17.440 26.259 -17.957
H -16.455 25.192 -16.834
H -15.198 24.328 -18.651
H -15.555 25.106 -21.029
H -17.086 25.695 -20.408
H -18.623 24.232 -21.659
H -18.144 22.596 -21.891
H -17.136 23.953 -22.571
H -14.276 26.164 -19.532
H -14.461 26.339 -17.963
*
```

The value obtained for the total energy is -3171.476221 Ha. As for the lowest unoccupied orbital energy (spin up / spin down): -5.98 / -7.30 eV. The HOMO energy (spin up / spin down) is -9.90 / -9.90 eV. The expectation value of S² is 2.00. Its HOMO-LUMO gap (spin up / spin down) is 3.92 / 2.59 eV.

***

Entry 2:
A cluster of 9 separate species, C42H117N21O6P6 in total at a distorted geometry, computed with the ωB97M-V functional and the def2-TZVPD basis.

```
! wB97M-V def2-TZVPD RIJCOSX def2/J DEFGRID3
* xyz 0 1
C 1.593 0.403 3.695
N 1.337 0.453 2.243
C 2.439 0.005 1.365
P 0.516 1.781 1.732
O 1.123 3.096 1.836
N 0.083 1.447 0.136
C -0.382 0.183 -0.397
C 0.420 2.406 -0.932
N -0.813 1.792 2.772
C -1.714 0.602 2.775
C -1.463 3.067 2.925
H 1.609 -0.623 4.121
H 0.887 0.975 4.304
H 2.624 0.758 3.955
H 2.547 -1.060 1.426
H 3.374 0.431 1.671
H 2.178 0.309 0.333
H 0.496 -0.261 -0.987
H -0.744 -0.479 0.434
H -1.200 0.359 -1.101
H -0.484 2.765 -1.405
H 0.855 3.287 -0.479
H 1.073 2.021 -1.661
H -2.628 0.678 2.186
H -1.035 -0.211 2.476
H -2.150 0.425 3.752
H -0.797 3.903 2.959
H -2.098 3.047 3.812
H -2.061 3.408 2.047
C 2.109 5.340 -1.025
N 0.763 5.772 -1.393
C 0.037 6.650 -0.493
P 0.244 5.617 -3.010
O 0.873 4.483 -3.673
N -1.376 5.599 -3.203
C -2.276 6.662 -3.012
C -2.010 4.250 -3.200
N 0.619 7.129 -3.710
C 0.775 6.906 -5.190
C 1.638 7.968 -3.129
H 2.932 6.036 -1.079
H 2.278 4.522 -1.687
H 2.181 4.843 -0.026
H -1.054 6.637 -0.617
H 0.228 7.716 -0.633
H 0.321 6.454 0.583
H -3.045 6.421 -2.259
H -1.846 7.593 -2.715
H -2.782 6.865 -4.046
H -2.218 3.882 -2.189
H -2.908 4.156 -3.779
H -1.234 3.568 -3.548
H 0.464 7.734 -5.793
H 1.829 6.564 -5.407
H 0.167 6.061 -5.458
H 2.662 7.686 -3.398
H 1.554 7.919 -2.034
H 1.494 9.046 -3.339
C -6.866 2.255 -7.089
N -6.564 1.580 -5.848
C -7.423 1.929 -4.726
P -5.082 1.122 -5.252
O -4.141 2.085 -4.632
N -5.429 -0.177 -4.197
C -6.624 -1.010 -4.270
C -4.319 -0.769 -3.485
N -4.353 0.596 -6.639
C -4.821 -0.644 -7.256
C -2.915 0.652 -6.597
H -6.308 1.914 -7.958
H -6.661 3.271 -6.988
H -7.929 2.142 -7.251
H -8.393 1.447 -4.825
H -7.541 3.024 -4.724
H -6.929 1.540 -3.826
H -7.046 -1.106 -3.244
H -7.467 -0.758 -4.953
H -6.401 -1.994 -4.529
H -4.465 -0.763 -2.413
H -4.196 -1.780 -3.797
H -3.479 -0.144 -3.765
H -4.580 -0.701 -8.297
H -4.360 -1.505 -6.746
H -5.923 -0.724 -7.122
H -2.533 1.507 -6.038
H -2.528 0.758 -7.596
H -2.547 -0.320 -6.186
C 5.052 -3.170 -3.127
N 3.802 -3.926 -2.874
C 4.043 -5.351 -2.590
P 2.686 -2.967 -2.045
O 2.929 -2.700 -0.565
N 2.660 -1.542 -2.951
C 3.334 -0.301 -2.519
C 2.116 -1.576 -4.303
N 1.225 -3.870 -2.286
C 0.973 -4.662 -3.525
C 0.077 -3.597 -1.374
H 5.554 -2.842 -2.214
H 4.947 -2.422 -3.900
H 5.772 -3.835 -3.587
H 3.088 -5.748 -2.284
H 4.764 -5.488 -1.778
H 4.387 -5.806 -3.487
H 4.146 -0.138 -3.229
H 2.621 0.508 -2.527
H 3.549 -0.409 -1.450
H 2.183 -2.496 -4.839
H 1.004 -1.366 -4.264
H 2.469 -0.787 -4.960
H 1.865 -4.797 -4.118
H 0.614 -5.682 -3.369
H 0.278 -4.173 -4.186
H -0.800 -3.148 -1.932
H 0.477 -2.874 -0.626
H -0.175 -4.501 -0.873
C -1.225 -4.893 2.340
N -0.723 -3.807 3.210
C 0.215 -2.800 2.725
P -1.054 -3.588 4.823
O 0.152 -3.032 5.547
N -2.333 -2.557 5.041
C -2.335 -1.676 6.255
C -3.630 -2.676 4.328
N -1.526 -5.143 5.250
C -2.385 -5.283 6.509
C -0.331 -6.007 5.254
H -1.927 -4.525 1.597
H -1.667 -5.672 2.925
H -0.381 -5.247 1.726
H 0.934 -3.174 2.013
H 0.822 -2.408 3.569
H -0.216 -1.914 2.214
H -2.931 -2.146 7.070
H -1.303 -1.570 6.571
H -2.733 -0.683 6.102
H -3.882 -1.708 3.970
H -3.440 -3.318 3.434
H -4.447 -2.973 4.960
H -1.687 -5.316 7.319
H -2.911 -4.357 6.621
H -2.937 -6.212 6.437
H 0.366 -5.806 6.067
H 0.249 -5.923 4.314
H -0.708 -7.057 5.272
C 4.979 -4.536 5.748
N 4.739 -3.827 4.478
C 3.380 -3.582 3.883
P 6.193 -3.345 3.668
O 7.282 -4.231 4.071
N 5.760 -3.313 2.058
C 6.280 -2.325 1.088
C 5.251 -4.686 1.668
N 6.550 -1.740 3.950
C 7.579 -1.265 4.847
C 5.481 -0.699 3.817
H 4.143 -4.413 6.425
H 5.900 -4.116 6.152
H 4.997 -5.582 5.682
H 2.833 -4.510 3.697
H 3.593 -3.059 2.949
H 2.797 -2.946 4.570
H 5.558 -2.348 0.292
H 6.276 -1.342 1.536
H 7.239 -2.591 0.646
H 4.930 -5.141 2.559
H 4.461 -4.522 0.917
H 6.086 -5.220 1.252
H 7.245 -0.923 5.847
H 8.367 -1.961 5.028
H 7.981 -0.393 4.364
H 5.036 -0.452 4.780
H 4.693 -1.150 3.163
H 5.866 0.216 3.358
C -3.671 2.484 -0.780
C -4.809 2.036 0.064
N -5.679 1.679 0.721
H -3.654 3.591 -0.875
H -3.741 2.096 -1.825
H -2.735 2.145 -0.284
C 3.330 5.096 2.873
C 1.989 5.639 2.804
N 0.916 5.985 2.893
H 4.029 5.760 3.404
H 3.791 4.956 1.894
H 3.194 4.106 3.331
C -6.412 2.113 3.921
C -5.324 1.314 4.333
N -4.476 0.619 4.642
H -6.125 3.102 3.529
H -7.016 2.321 4.800
H -6.933 1.628 3.100
*
```

The value obtained for the total energy is -5320.116460 Ha. As for the lowest unoccupied orbital energy: 0.28 eV. The SMILES is CN(C)P(=O)(N(C)C)N(C)C.CN(C)P(=O)(N(C)C)N(C)C.CN(C)P(=O)(N(C)C)N(C)C.CN(C)P(=O)(N(C)C)N(C)C.CN(C)P(=O)(N(C)C)N(C)C.CN(C)P(=O)(N(C)C)N(C)C.CC#N.CC#N.CC#N. The HOMO energy is -7.88 eV. Its HOMO-LUMO gap is 8.15 eV.

***

ΔE to the lowest compared entry with this formula, charge and spin (kJ/mol)
718.5 0.0